# 1
CH5NO as an isolated structure, computed with ωB97M-V/def2-TZVPD.

2S+1: 1
Highest occupied orbital energy in eV: -9.2
Gap between HOMO and LUMO in eV: 9.97

Cartesian coordinates (Å):
C  -0.719  0.045  0.004
N  0.430  -0.524  -0.493
O  1.565  0.186  -0.297
H  1.508  0.716  0.523
H  0.273  -1.430  0.507
H  -0.702  0.598  0.945
H  -1.596  -0.558  -0.189
H  -0.760  0.968  -1.000

---

# 2
One molecule with the formula CH5NO, computed with ωB97M-V/def2-TZVPD.

2S+1: 1
Highest occupied orbital energy in eV: -9.4
SMILES string: NCO
Gap between HOMO and LUMO in eV: 10.43

Cartesian coordinates (Å):
N  -1.005  0.304  0.615
C  0.375  0.385  0.178
O  0.712  -0.672  -0.733
H  -1.635  0.123  -0.153
H  -1.269  -0.264  1.404
H  0.454  1.308  -0.395
H  0.973  0.216  1.064
H  0.520  -0.459  -1.647

---

# 3
A 2-piece molecular cluster, CH5NO overall, computed with ωB97M-V/def2-TZVPD.

2S+1: 1
Highest occupied orbital energy in eV: -10.7
SMILES string: C=N.O
Gap between HOMO and LUMO in eV: 11.62

Cartesian coordinates (Å):
C  0.539  0.048  -1.322
N  -0.401  0.186  -0.503
H  1.541  -0.275  -1.089
H  0.487  0.268  -2.403
H  -1.245  0.561  -0.923
O  -0.215  -0.227  2.513
H  -0.804  -0.828  1.999
H  0.098  0.267  1.728

---

# 4
One molecule with the formula CH5NO2, computed with ωB97M-V/def2-TZVPD.

2S+1: 1
Highest occupied orbital energy in eV: -9.7
SMILES string: NOCO
Gap between HOMO and LUMO in eV: 10.66

Cartesian coordinates (Å):
N  0.677  -0.778  -0.870
O  -0.629  -0.243  -0.772
C  -0.692  0.498  0.567
O  0.562  0.896  1.012
H  0.536  -1.528  -1.445
H  1.039  -0.172  -1.623
H  -1.110  -0.191  1.351
H  -1.194  1.423  0.240
H  0.811  0.095  1.540

---

# 5
A 2-piece molecular cluster, CH5NO2P overall, computed with ωB97M-V/def2-TZVPD.

Net charge: -1
2S+1: 1
Highest occupied orbital energy in eV: -3.4
Gap between HOMO and LUMO in eV: 7.58

Cartesian coordinates (Å):
C  0.567  0.979  -1.714
N  -0.519  -0.064  1.244
O  1.137  -1.256  -0.638
O  -1.283  -0.974  2.175
P  1.393  -0.441  -1.915
H  -2.153  -0.822  1.942
H  -0.158  1.272  -0.984
H  0.724  1.762  -2.346
H  0.323  0.098  1.879
H  -0.031  -0.554  0.358

---

# 6
A 2-piece molecular cluster, CH5NO2S overall, computed with ωB97M-V/def2-TZVPD.

2S+1: 1
Highest occupied orbital energy (alpha / beta) in eV: -9.3 / -9.6
Gap between HOMO and LUMO (alpha / beta) in eV: 8.81 / 8.27

Cartesian coordinates (Å):
C  0.995  0.887  0.501
N  -1.283  -1.520  -0.706
O  0.812  -1.553  -2.135
O  0.922  -2.758  0.017
S  0.401  -1.662  -0.753
H  0.652  1.211  -0.422
H  0.189  0.862  1.145
H  1.990  1.342  0.905
H  -1.656  -1.387  -1.637
H  -1.767  -1.371  0.165

---

# 7
A 2-piece molecular cluster, CH5NO2Si overall, computed with ωB97M-V/def2-TZVPD.

2S+1: 1
Highest occupied orbital energy (alpha / beta) in eV: -10.2 / -10.2
Gap between HOMO and LUMO (alpha / beta) in eV: 8.72 / 8.73

Cartesian coordinates (Å):
C  0.663  0.042  1.224
N  -0.210  0.515  -1.668
O  -0.059  1.724  -1.472
O  -0.337  0.037  -2.799
Si  -0.309  -0.662  -0.168
H  0.850  -0.602  1.993
H  1.610  0.518  1.069
H  0.072  0.871  1.627
H  -2.556  -0.544  0.765
H  0.276  -1.899  -0.571

---

# 8
A 2-piece molecular cluster, CH5NO3 overall, computed with ωB97M-V/def2-TZVPD.

2S+1: 1
Highest occupied orbital energy in eV: -10.6
SMILES string: NC(=O)O.O
Gap between HOMO and LUMO in eV: 11.09

Cartesian coordinates (Å):
N  -1.209  1.023  -0.858
C  -0.411  0.610  0.213
O  0.370  -0.284  0.204
O  -0.549  1.632  1.134
H  -1.611  1.928  -0.986
H  -1.319  0.347  -1.595
H  -0.887  1.437  2.014
O  1.581  -2.600  -0.584
H  2.122  -2.344  0.168
H  1.146  -1.864  -1.025

---

# 9
A 2-piece molecular cluster, CH5NO3 overall, computed with ωB97M-V/def2-TZVPD.

2S+1: 1
Highest occupied orbital energy in eV: -10.7
SMILES string: NC(=O)O.O
Gap between HOMO and LUMO in eV: 10.95

Cartesian coordinates (Å):
N  1.123  -0.527  -1.001
C  0.813  0.070  0.182
O  -0.281  0.082  0.670
O  1.859  0.649  0.826
H  2.066  -0.568  -1.345
H  0.440  -1.100  -1.461
H  2.674  0.637  0.313
O  -3.038  -0.310  -0.332
H  -2.928  0.547  -0.767
H  -2.437  -0.251  0.423

---

# 10
An isolated ion of composition CH5NO3P and charge -1, computed with ωB97M-V/def2-TZVPD.

Net charge: -1
2S+1: 1
Highest occupied orbital energy in eV: -3.2
SMILES string: CN=P([O-])(O)O
Gap between HOMO and LUMO in eV: 7.07

Cartesian coordinates (Å):
C  1.489  -0.396  -0.028
N  0.433  -0.549  1.007
P  -1.039  0.124  0.541
O  -2.042  -0.063  1.680
O  -1.715  -0.586  -0.836
O  -0.980  1.802  0.270
H  1.768  -1.430  -0.386
H  1.163  0.239  -0.892
H  2.430  0.002  0.439
H  -1.064  -1.131  -1.285
H  -0.443  1.987  -0.509

---

# 11
One molecule with the formula CH5NO3S, computed with ωB97M-V/def2-TZVPD.

2S+1: 1
Highest occupied orbital energy in eV: -10.9
SMILES string: COS(N)(=O)=O
Gap between HOMO and LUMO in eV: 11.43

Cartesian coordinates (Å):
C  -1.472  -0.415  -0.911
O  -0.161  -0.616  -0.447
S  1.009  0.179  -1.219
N  0.608  1.684  -0.528
O  2.307  -0.094  -0.680
O  0.746  0.048  -2.733
H  -2.180  -1.163  -0.428
H  -1.416  -0.429  -1.991
H  -1.824  0.459  -0.490
H  0.143  1.445  0.292
H  1.540  2.147  -0.313

---

# 12
A 2-piece molecular cluster, CH5NO4S overall, computed with ωB97M-V/def2-TZVPD.

2S+1: 3
Highest occupied orbital energy (alpha / beta) in eV: -5.0 / -10.1
Gap between HOMO and LUMO (alpha / beta) in eV: 5.63 / 7.41

Cartesian coordinates (Å):
C  1.641  -0.748  -0.217
N  1.968  0.450  0.305
O  -1.061  -0.807  0.723
O  -0.524  1.372  -0.253
O  -2.891  0.471  -0.397
O  0.945  -0.959  -1.231
S  -1.166  0.171  -0.578
H  2.377  -1.537  0.107
H  2.648  0.510  0.976
H  -1.897  -1.353  0.881
H  1.140  1.041  0.194
H  -3.179  1.389  -0.510

---

The records above yield relative energy (zero: lowest compared OMol25 entry of this formula, charge and spin) values of 4.474, 0.214, 0.638, 3.343, 4.939, 4.495, 3.896, 0.952, 0.433, 0.000, 2.133, 0.818 eV, respectively.